1.
This record from the Open Molecules 2025 dataset describes a 5-piece molecular cluster, C12H37ClN4O7 overall at a distorted geometry. The level of theory is ωB97M-V/def2-TZVPD.

Geometry (Å):
Cl -17.191 -27.559 -16.769
O -17.090 -28.375 -15.650
O -16.447 -28.133 -17.880
O -5.828 -28.634 -11.310
O -18.566 -27.224 -17.010
O -5.464 -29.745 -19.877
O -12.086 -38.602 -18.410
O -16.545 -26.352 -16.436
N -11.879 -29.669 -15.643
N -8.179 -30.578 -11.448
N -11.723 -35.740 -17.581
N -8.409 -27.503 -19.456
C -6.430 -29.073 -19.083
C -6.849 -30.986 -10.914
C -4.902 -27.802 -11.991
C -12.014 -38.264 -16.997
C -6.649 -32.342 -11.293
C -7.255 -27.958 -21.408
C -5.966 -31.036 -20.267
C -5.787 -30.076 -11.589
C -13.916 -36.644 -16.925
C -12.435 -36.792 -16.818
C -7.524 -28.508 -20.021
C -11.913 -39.945 -18.842
H -8.953 -31.146 -11.135
H -5.738 -32.796 -10.902
H -10.782 -36.069 -17.744
H -4.779 -30.457 -11.427
H -9.096 -27.144 -20.104
H -12.364 -40.180 -19.807
H -5.202 -26.757 -11.915
H -10.965 -38.401 -16.733
H -14.175 -37.134 -17.864
H -6.934 -31.311 -20.685
H -14.298 -35.624 -16.944
H -5.272 -31.544 -20.937
H -4.040 -27.799 -11.323
H -6.726 -30.781 -9.851
H -8.415 -29.704 -11.001
H -12.497 -40.635 -18.233
H -8.297 -29.258 -20.190
H -12.860 -29.477 -15.500
H -6.086 -28.268 -18.435
H -5.821 -31.677 -19.398
H -6.667 -28.597 -22.067
H -12.102 -36.681 -15.786
H -7.540 -32.940 -11.102
H -8.176 -27.608 -21.874
H -10.897 -40.281 -18.635
H -12.623 -39.085 -16.619
H -12.117 -35.863 -18.503
H -14.479 -37.313 -16.274
H -11.915 -30.545 -16.145
H -5.963 -30.155 -12.661
H -11.434 -29.009 -16.264
H -6.648 -32.442 -12.379
H -4.703 -28.126 -13.012
H -7.851 -26.720 -19.146
H -6.872 -29.844 -18.452
H -6.557 -27.151 -21.188
H -11.469 -29.747 -14.724

As for the LUMO energy: -0.0725 hartree. The total charge is 0. The HOMO energy comes out at -0.278 Eh. The value obtained for the HOMO-LUMO gap is 0.20540 hartree. The calculation puts the energy above the lowest of the compared OMol25 structures with the same formula, charge and spin at 124.3 kJ/mol.

2.
This record from the Open Molecules 2025 dataset describes one molecule with the formula C5H12N2 at a distorted geometry. The level of theory is ωB97M-V/def2-TZVPD.

Geometry (Å):
N 1.470 1.569 -1.237
N -0.086 -0.593 2.352
C 0.790 0.301 -0.823
C -1.731 -1.194 0.712
C 0.058 -0.272 -2.038
C -0.200 0.710 0.269
C -0.727 -0.427 1.129
H 0.912 -0.788 2.376
H 0.304 -1.320 -2.175
H -1.028 -0.231 -2.018
H -0.555 -1.203 3.003
H -2.329 -0.798 -0.102
H 0.274 1.397 0.973
H -2.109 -2.023 1.292
H 2.409 1.635 -0.856
H -1.007 1.318 -0.125
H 0.278 0.247 -2.973
H 1.583 1.561 -2.244
H 1.527 -0.402 -0.437

As for the LUMO energy: 0.0377 hartree. The total charge is 0. The HOMO energy comes out at -0.308 Eh. The value obtained for the HOMO-LUMO gap is 0.34613 hartree. As for the SMILES: C=C(N)C[C@@H](C)N. The calculation puts the energy above the lowest of the compared OMol25 structures with the same formula, charge and spin at 107.5 kJ/mol.

3.
This record from the Open Molecules 2025 dataset describes a 2-piece molecular cluster, C10H17N overall at a distorted geometry. The level of theory is ωB97M-V/def2-TZVPD.

Geometry (Å):
N -0.022 3.407 -3.241
C -0.839 3.084 -1.061
C 1.180 -2.709 2.167
C -1.001 3.385 -2.427
C -1.228 -2.469 2.905
C -0.438 -2.723 0.393
C -0.363 -4.504 2.066
C 1.199 3.240 -2.663
C 0.461 2.753 -0.520
C -0.225 -3.107 1.788
C 1.451 2.818 -1.435
H -0.349 -1.661 0.371
H -1.441 -3.069 0.018
H 0.550 2.396 0.515
H -1.337 -4.796 1.594
H -1.500 3.174 -0.265
H 0.433 -5.065 1.590
H 2.140 3.400 -3.210
H -1.230 -1.339 2.674
H 0.481 -3.077 -0.278
H -0.447 -5.138 3.010
H 1.722 -2.921 1.147
H 2.413 2.491 -1.080
H -2.216 -3.078 2.919
H 1.335 -3.146 3.037
H -1.979 3.543 -2.887
H -0.806 -2.481 3.916
H 1.203 -1.687 2.324

As for the LUMO energy: 0.0216 hartree. The total charge is 0. The HOMO energy comes out at -0.353 Eh. The value obtained for the HOMO-LUMO gap is 0.37448 hartree. As for the SMILES: CC(C)(C)C.c1ccncc1. The calculation puts the energy above the lowest of the compared OMol25 structures with the same formula, charge and spin at 416.5 kJ/mol.

4.
This record from the Open Molecules 2025 dataset describes C37H59BeBr3ClI2KN2O7 as an isolated structure at a distorted geometry. The level of theory is ωB97M-V/def2-TZVPD.

Geometry (Å):
I 4.933 2.095 -0.632
I 3.821 0.378 3.867
Br -8.132 1.567 -6.118
Br -5.850 1.851 -6.523
Br -2.511 -0.240 4.631
K -1.106 -5.414 2.050
Cl 0.380 -5.840 0.313
O 8.494 0.583 -1.068
O -1.140 1.843 -0.037
O 3.710 -3.557 5.068
O 0.545 0.198 6.821
O 2.740 -3.393 3.139
O 4.900 -3.219 3.301
O 2.428 2.915 2.192
N 3.788 -3.400 3.850
N 0.293 2.090 1.802
C 4.382 -1.981 -0.038
C 1.726 2.038 1.755
C -0.302 1.559 3.034
C 9.531 1.303 -3.070
C 8.382 0.363 -3.420
C -8.494 0.084 2.830
C 5.449 1.273 1.304
C -8.635 -0.580 1.454
C -1.652 2.176 3.371
C -5.047 0.467 -3.722
C -7.950 1.504 2.724
C 0.855 -4.069 0.093
C 2.055 -2.503 -1.706
C 3.194 -0.011 0.971
C -0.287 -0.854 -1.488
C -7.142 0.231 -0.441
C -6.191 0.206 -2.749
C 9.181 1.698 -1.642
C 0.916 -0.581 -0.615
C 0.916 0.498 0.246
C 4.402 0.214 1.817
C -0.147 1.528 0.576
C 2.060 0.770 0.998
C -7.272 -0.721 0.737
C 4.728 -3.016 0.889
C 2.088 -1.372 -0.691
C 1.357 -3.857 -1.328
C 3.205 -1.108 0.085
C -4.331 1.817 -3.514
C -2.998 1.719 -2.789
C -1.920 1.190 -3.744
C 0.016 -0.317 -2.918
C 5.781 2.393 2.263
C 8.149 -0.348 -2.095
C -2.061 1.667 4.750
C -0.491 1.106 -3.182
C -5.862 0.050 -1.267
Be 1.172 -2.025 2.639
H 8.506 2.561 -1.622
H -5.078 0.714 -0.915
H 6.372 0.739 1.118
H -2.241 0.246 -4.183
H 4.928 -0.729 1.789
H 8.799 -1.224 -1.995
H -6.933 0.997 -2.868
H 1.090 -0.299 -3.067
H -6.502 -0.520 1.482
H 6.271 2.047 3.168
H -8.498 2.022 1.940
H -2.905 2.223 5.129
H 8.607 -0.323 -4.236
H -6.673 -0.718 -3.072
H 4.932 3.013 2.529
H -7.877 -0.576 3.437
H -1.589 3.261 3.352
H -1.874 1.920 -4.554
H -5.525 0.446 -4.727
H 4.209 -3.973 0.837
H 2.090 -4.646 -1.468
H 6.492 3.046 1.759
H 5.517 -2.967 1.637
H -0.342 1.726 -2.303
H 7.498 0.943 -3.696
H 7.113 -0.666 -1.962
H -4.283 -0.311 -3.684
H 1.262 0.098 6.184
H -0.491 -1.919 -1.548
H -7.166 -1.765 0.444
H -2.367 1.866 2.610
H 0.359 1.775 3.870
H -7.166 1.243 -0.041
H 1.586 -3.872 0.868
H 0.152 1.536 -3.949
H 9.619 2.159 -3.737
H -0.033 -3.464 0.295
H -2.670 2.678 -2.395
H -4.197 2.309 -4.469
H -1.160 -0.345 -1.094
H -6.898 1.510 2.451
H 5.031 -1.835 -0.901
H -0.460 -0.974 -3.642
H -0.405 0.481 2.909
H -9.328 0.025 0.870
H -1.189 1.739 5.390
H 0.543 -3.968 -2.036
H -3.037 1.057 -1.925
H -8.068 2.051 3.654
H -0.159 -0.357 6.470
H 10.478 0.758 -3.088
H -9.077 -1.556 1.639
H -5.009 2.455 -2.942
H 10.059 1.931 -1.039
H 3.067 -2.735 -2.016
H -5.507 -0.973 -1.121
H -9.469 0.137 3.313
H -8.029 0.105 -1.061
H 1.564 -2.067 -2.560

As for the LUMO energy: -0.0703 hartree. The total charge is 0. The HOMO energy comes out at -0.244 Eh. The value obtained for the HOMO-LUMO gap is 0.17349 hartree. The calculation puts the energy above the lowest of the compared OMol25 structures with the same formula, charge and spin at 0.0 kJ/mol.

5.
This record from the Open Molecules 2025 dataset describes C25H20As2F12N2O8PSTi as an isolated structure at a distorted geometry. The level of theory is ωB97M-V/def2-TZVPD.

Geometry (Å):
As -3.361 -0.779 1.295
As 3.154 -3.284 -0.305
Ti 0.294 -1.011 0.459
S 1.711 0.386 -2.040
P -1.556 1.765 -1.899
F 4.030 -4.686 -0.729
F 2.270 -3.232 -1.785
F -1.728 -0.741 0.386
F 4.320 -2.214 -0.933
F 3.862 -3.145 1.257
F 1.856 -4.185 0.374
F -3.706 -2.168 0.328
F -2.825 0.614 2.148
F 2.159 -1.712 0.212
F -4.866 -0.847 2.106
F -3.967 0.229 0.040
F -2.582 -1.783 2.453
O 0.561 -0.422 -1.458
O 0.153 -2.468 1.746
O 0.077 0.893 0.661
O 4.216 0.562 4.810
O 0.963 -3.560 3.541
O 0.907 2.895 1.267
O 2.305 1.224 -1.027
O 2.586 -0.474 -2.783
N 1.217 -0.381 2.263
N -0.454 -2.685 -0.753
C 0.981 1.479 -3.263
C -2.666 3.473 -0.076
C 0.276 3.281 -5.259
C -5.088 2.506 -3.958
C 2.675 -1.076 3.969
C 1.673 0.865 2.305
C -5.181 1.383 -4.764
C -0.267 2.102 -3.197
C -3.003 1.707 -3.037
C -4.005 2.670 -3.102
C 1.854 1.752 -4.317
C 0.890 -2.598 2.825
C 2.682 1.218 3.164
C -0.911 4.506 -1.349
C 1.511 2.652 -5.306
C 1.656 -1.317 3.081
C -0.596 2.995 -4.226
C -1.719 3.401 -1.101
C -2.836 4.641 0.648
C 0.873 1.701 1.338
C -1.072 5.671 -0.610
C 3.203 0.217 3.991
C -3.115 0.572 -3.841
C -2.039 5.747 0.379
C -4.185 0.414 -4.704
H 3.069 2.226 3.196
H -6.026 1.255 -5.428
H -2.160 6.657 0.954
H -0.138 4.458 -2.103
H -4.252 -0.472 -5.324
H -0.426 6.519 -0.805
H 2.203 2.851 -6.115
H 3.037 -1.870 4.609
H -1.568 3.472 -4.207
H -2.346 -0.192 -3.793
H 2.802 1.234 -4.347
H -3.576 4.680 1.438
H -3.258 2.596 0.166
H -0.770 -3.433 -0.145
H -1.222 -2.353 -1.328
H -0.013 3.985 -6.030
H -5.860 3.265 -3.994
H 4.504 -0.207 5.314
H -3.942 3.556 -2.482
H 0.290 -3.022 -1.360

As for the LUMO energy: 0.0293 hartree. The total charge is -1. The HOMO energy comes out at -0.214 Eh. The value obtained for the HOMO-LUMO gap is 0.24369 hartree. The calculation puts the energy above the lowest of the compared OMol25 structures with the same formula, charge and spin at 14.1 kJ/mol.

Which of these has the highest LUMO? C5H12N2

Which of these has the lowest LUMO? C12H37ClN4O7

total charge of number 3 (C10H17N)? 0

What is the formula in the fifth record? C25H20As2F12N2O8PSTi